Density functional theory data (the ωB97M-V functional and the def2-TZVPD basis) for 2 unconnected molecules or ions with the total composition C7H16NOS at a distorted geometry.

```
! RIJCOSX wB97M-V def2-TZVPD def2/J DEFGRID3
* xyz 1 3
C -4.292 -0.497 1.185
C 2.685 0.349 -0.691
C 1.666 1.264 -0.014
C 2.514 -1.098 -0.246
C 0.139 -0.676 0.221
C 0.230 0.766 -0.294
C -0.800 1.639 0.327
N 1.117 -1.523 -0.507
O -2.609 -0.957 -0.752
S -3.112 0.106 0.131
H -4.095 -1.460 1.624
H -4.774 0.233 1.807
H 2.575 0.414 -1.775
H 3.695 0.675 -0.442
H 1.834 1.282 1.064
H 1.786 2.280 -0.385
H 3.200 -1.753 -0.785
H 2.705 -1.197 0.824
H 0.359 -0.719 1.289
H -0.861 -1.070 0.031
H 0.068 0.756 -1.378
H -1.149 2.493 -0.219
H -0.830 1.703 1.400
H 0.916 -1.426 -1.510
H 0.975 -2.507 -0.253
H -3.942 0.923 -0.651
*
```

Calculated values
- energy above the lowest of the compared OMol25 structures with the same formula, charge and spin (eV) = 0.000
- total energy (eV) = -21880.1775
- gap between HOMO and LUMO (spin up / spin down) (eV) = 7.81 / 8.74

Density functional theory data (the ωB97M-V functional and the def2-TZVPD basis) for a gas-phase ion, C3H6N (charge +1) at a distorted geometry.

```
! RIJCOSX wB97M-V def2-TZVPD def2/J DEFGRID3
* xyz 1 1
C 0.368 -1.937 -1.523
N 0.176 -0.929 -1.028
C -0.145 0.355 -0.591
C -0.032 0.513 0.941
H 0.877 -2.686 -1.949
H -1.278 0.533 -0.971
H 0.623 0.998 -0.986
H 0.939 0.336 1.323
H -0.554 1.483 1.109
H -0.720 -0.085 1.712
*
```

Calculated values
- energy above the lowest of the compared OMol25 structures with the same formula, charge and spin (eV) = 1.396
- SMILES string = C#[N+]CC
- total energy (eV) = -4688.7212
- gap between HOMO and LUMO (eV) = 11.55